# 1
The following is a quantum chemistry calculation of the molecule C6H10O, from OMol25.

Last column: Mulliken charge in e.
Geometry (Å):
C1 1.979 -0.715 -0.254  -1.48
C2 1.122 0.204 0.586  0.16
C3 0.281 1.253 -0.067  -0.62
C4 -2.875 0.767 -0.677  -0.21
O1 -2.290 -0.368 -0.896  -0.20
C5 -1.161 -0.910 -0.124  -0.50
C6 -0.387 0.109 0.655  -0.19
H1 2.175 -1.668 0.251  0.32
H2 2.944 -0.239 -0.459  0.37
H3 1.516 -0.931 -1.222  0.32
H4 1.578 0.487 1.532  0.39
H5 0.206 2.244 0.370  0.29
H6 0.242 1.239 -1.156  0.25
H7 -2.352 1.253 0.193  0.16
H8 -0.562 -1.416 -0.883  0.26
H9 -1.606 -1.668 0.524  0.28
H10 -0.810 0.359 1.625  0.40

Atoms 1-6, force components in eV/Å:
-0.010 -0.044 -0.056
0.162 -0.044 0.067
0.024 0.171 -0.114
0.284 -0.254 0.160
-0.345 0.345 -0.131
0.184 -0.040 0.098

Computed properties:
- energy relative to the best compared isomer or geometry (same formula, charge and spin) (kcal per mole) = 85.4
- lowest unoccupied orbital energy (eV) = 0.886
- total charge = 0
- gap between HOMO and LUMO (eV) = 9.11
- maximum force (eV Å⁻¹) = 0.5
- total energy (eV) = -8427.5361

---

# 2
The following is a quantum chemistry calculation of a structure of composition C51H44F5IrN5O6SSi, from OMol25.

Last column: Mulliken spin population.
Geometry (Å):
Ir1 0.535 0.413 0.759  0.73
C1 -0.504 -0.404 -0.868  0.14
Si1 0.476 -1.576 -1.930  0.04
C2 2.243 -1.124 -1.491  0.01
N1 2.387 -0.519 -0.120  -0.07
C3 2.910 -1.547 0.830  0.02
C4 4.327 -2.031 0.540  0.00
C5 5.301 -0.869 0.384  0.00
C6 4.777 0.130 -0.642  0.00
C7 3.379 0.599 -0.259  -0.02
C8 0.115 -3.411 -1.693  0.00
C9 -1.200 -3.880 -1.775  0.00
C10 -1.493 -5.231 -1.668  0.00
C11 -0.470 -6.149 -1.466  0.00
C12 0.841 -5.706 -1.376  0.00
C13 1.126 -4.352 -1.494  0.00
C14 0.211 -1.221 -3.755  0.00
C15 1.248 -1.002 -4.663  0.00
C16 0.988 -0.734 -6.001  0.00
C17 -0.321 -0.680 -6.457  0.00
C18 -1.368 -0.900 -5.573  0.00
C19 -1.099 -1.168 -4.239  0.00
H1 -1.484 -0.815 -0.609  0.02
H2 -0.719 0.435 -1.543  -0.04
H3 2.530 -0.357 -2.214  0.01
H4 2.964 -1.929 -1.628  0.00
H5 2.208 -2.382 0.823  0.01
H6 2.860 -1.101 1.819  -0.01
H7 4.355 -2.659 -0.355  0.00
H8 4.626 -2.677 1.369  0.00
H9 6.291 -1.232 0.101  0.00
H10 5.412 -0.362 1.345  0.00
H11 4.785 -0.314 -1.641  0.00
H12 5.421 1.011 -0.686  0.00
H13 2.968 1.295 -0.992  0.03
H14 3.415 1.125 0.685  0.00
H15 -2.016 -3.180 -1.928  0.00
H16 -2.519 -5.569 -1.741  0.00
H17 -0.695 -7.204 -1.381  0.00
H18 1.644 -6.416 -1.219  0.00
H19 2.161 -4.032 -1.426  0.00
H20 2.282 -1.042 -4.336  0.00
H21 1.809 -0.567 -6.688  0.00
H22 -0.524 -0.470 -7.500  0.00
H23 -2.394 -0.866 -5.917  0.00
H24 -1.934 -1.335 -3.567  0.00
O1 -3.347 3.115 0.959  0.00
C20 -3.248 2.291 0.094  0.00
O2 -2.349 1.292 0.067  0.02
C21 -4.142 2.245 -1.105  0.00
C22 -4.126 1.178 -1.994  0.00
C23 -4.995 1.208 -3.069  0.00
C24 -5.861 2.256 -3.307  0.00
C25 -5.846 3.294 -2.396  0.00
C26 -5.012 3.310 -1.297  0.00
N2 -6.767 4.431 -2.613  0.00
O3 -7.457 4.403 -3.610  0.00
O4 -6.743 5.328 -1.800  0.00
N3 -5.013 0.065 -4.003  0.00
O5 -4.401 -0.931 -3.674  0.00
O6 -5.666 0.179 -5.017  0.00
H25 -3.457 0.342 -1.854  0.00
H26 -6.523 2.262 -4.159  0.00
H27 -5.027 4.134 -0.597  0.00
F1 7.628 0.924 4.070  0.00
C27 6.353 1.073 3.713  0.00
C28 5.383 0.223 4.210  0.00
F2 5.725 -0.753 5.055  0.00
C29 4.064 0.384 3.826  0.00
F3 3.175 -0.471 4.347  0.00
C30 3.647 1.380 2.945  0.00
S1 1.965 1.720 2.541  0.00
C31 4.659 2.213 2.462  0.00
F4 4.369 3.190 1.600  0.00
C32 5.985 2.073 2.831  0.00
F5 6.914 2.893 2.336  0.00
N4 0.267 -0.267 4.402  0.00
C33 -0.014 -1.385 3.700  0.01
C34 -0.445 -2.542 4.389  0.00
C35 -0.800 -3.662 3.692  0.00
C36 -0.737 -3.636 2.296  0.00
C37 -0.305 -2.477 1.707  -0.01
N5 0.074 -1.363 2.356  0.06
H28 0.380 -0.367 5.395  0.00
H29 0.828 0.451 3.947  0.00
H30 -0.495 -2.512 5.469  0.00
H31 -1.131 -4.549 4.218  0.00
H32 -1.009 -4.483 1.683  0.00
H33 -0.260 -2.416 0.637  0.00
C38 0.488 5.497 -1.232  0.01
C39 0.727 5.543 0.133  0.00
C40 0.393 4.464 0.935  0.04
C41 -0.198 3.322 0.392  -0.12
C42 -0.418 3.280 -0.987  0.02
C43 -0.079 4.359 -1.788  0.00
C44 -0.515 2.220 1.331  0.20
C45 -1.488 1.228 1.207  -0.12
C46 -2.232 0.625 2.351  0.02
C47 -2.361 1.281 3.566  -0.01
C48 -3.102 0.712 4.593  0.00
C49 -3.724 -0.512 4.411  0.00
C50 -3.617 -1.165 3.187  0.00
C51 -2.882 -0.594 2.164  -0.01
H34 0.750 6.338 -1.861  0.00
H35 1.182 6.419 0.577  0.00
H36 0.603 4.495 1.996  0.00
H37 -0.837 2.397 -1.447  0.00
H38 -0.257 4.306 -2.855  0.00
H39 -0.239 2.442 2.355  0.01
H40 -1.898 2.248 3.711  0.00
H41 -3.198 1.235 5.536  0.00
H42 -4.302 -0.953 5.213  0.00
H43 -4.102 -2.120 3.034  0.00
H44 -2.792 -1.105 1.213  0.00

Atoms 1-6, force components in eV/Å:
0.047 0.369 0.206
-0.042 -0.083 -0.156
0.023 -0.024 0.114
-0.075 -0.036 -0.019
0.053 0.000 -0.077
-0.032 0.003 -0.074

Computed properties:
- energy relative to the best compared isomer or geometry (same formula, charge and spin) (kcal per mole) = 0.0
- lowest unoccupied orbital energy (spin up / spin down) (eV) = -1.149 / -1.149
- total charge = 0
- gap between HOMO and LUMO (spin up / spin down) (eV) = 6.85 / 6.88
- 2S+1 = 2
- <S²> = 0.754
- maximum force (eV Å⁻¹) = 0.4
- total energy (eV) = -108471.3640

---

# 3
The following is a quantum chemistry calculation of the ion C2H4O3P with charge -1, from OMol25.

Last column: Mulliken charge in e.
Geometry (Å):
C1 -1.351 0.535 -0.195  -0.91
C2 -0.085 0.177 0.617  0.53
O1 -0.075 0.176 1.813  -0.51
P1 1.435 -0.501 -0.243  0.58
O2 1.142 -1.874 -0.705  -0.71
O3 2.232 0.383 -1.139  -0.72
H1 -1.596 1.633 -0.277  0.24
H2 -2.227 -0.022 0.283  0.23
H3 -1.414 0.161 -1.259  0.30
H4 1.938 -0.668 1.104  -0.03

Atoms 1-6, force components in eV/Å:
-1.871 -0.515 -0.478
-0.670 0.293 -2.427
-0.465 0.317 1.036
1.467 -0.528 1.207
-1.021 -0.950 -0.456
-0.425 0.815 0.318

Computed properties:
- energy relative to the best compared isomer or geometry (same formula, charge and spin) (kcal per mole) = 16.6
- lowest unoccupied orbital energy (eV) = 4.089
- total charge = -1
- gap between HOMO and LUMO (eV) = 8.66
- SMILES string = CC(=O)[P@@H](=O)[O-]
- maximum force (eV Å⁻¹) = 2.5
- total energy (eV) = -17572.5119

---

# 4
The following is a quantum chemistry calculation of a structure of composition C30H22N6OOs, from OMol25.

Last column: Mulliken charge in e.
Geometry (Å):
Os1 -0.587 -0.061 -0.116  -0.39
C1 -0.386 2.193 -3.887  -1.01
C2 -0.822 1.336 -2.867  0.15
N1 -0.077 1.048 -1.816  0.00
C3 1.162 1.624 -1.693  0.77
C4 1.659 2.507 -2.662  0.56
C5 0.850 2.770 -3.790  -0.71
C6 2.919 3.116 -2.440  -0.84
C7 3.603 2.876 -1.281  -1.14
C8 3.098 1.999 -0.301  -0.96
C9 1.907 1.340 -0.508  0.23
N2 1.254 0.433 0.335  1.03
C10 1.830 -0.315 1.371  0.43
C11 3.165 -0.481 1.667  -0.77
C12 3.557 -1.235 2.791  -1.22
C13 2.632 -1.809 3.618  -0.78
C14 1.251 -1.698 3.322  0.53
C15 0.230 -2.271 4.112  -0.60
C16 -1.080 -2.126 3.742  -1.10
C17 -1.383 -1.442 2.558  0.17
N3 -0.449 -0.913 1.787  0.14
C18 0.865 -0.991 2.176  0.46
H1 -1.036 2.383 -4.728  0.48
H2 -1.797 0.865 -2.912  0.50
H3 1.211 3.439 -4.561  0.47
H4 3.316 3.793 -3.185  0.46
H5 4.547 3.371 -1.098  0.45
H6 3.640 1.887 0.626  0.76
H7 3.931 -0.055 1.037  0.68
H8 4.612 -1.344 3.001  0.45
H9 2.942 -2.360 4.496  0.46
H10 0.493 -2.816 5.010  0.50
H11 -1.884 -2.541 4.332  0.46
H12 -2.405 -1.342 2.214  0.46
O1 -4.626 -0.170 -0.620  -0.64
C19 -3.471 0.112 -0.413  -0.15
N4 -2.393 -0.722 -0.557  0.57
C20 -2.563 -2.115 -0.913  -0.96
C21 -1.200 -2.765 -0.982  0.50
C22 -1.034 -4.128 -1.125  -1.02
C23 0.239 -4.645 -1.296  -0.32
C24 1.323 -3.783 -1.336  -1.09
C25 1.101 -2.434 -1.153  0.16
N5 -0.129 -1.930 -0.962  0.22
C26 -3.035 1.471 0.098  0.85
C27 -3.925 2.513 0.242  -0.77
C28 -3.452 3.740 0.685  -0.44
C29 -2.101 3.881 0.964  -0.89
C30 -1.261 2.793 0.804  0.09
N6 -1.723 1.608 0.387  -0.10
H13 -3.027 -2.190 -1.903  0.50
H14 -3.228 -2.646 -0.226  0.49
H15 -1.903 -4.773 -1.123  0.50
H16 0.383 -5.712 -1.408  0.46
H17 2.328 -4.145 -1.495  0.46
H18 1.915 -1.721 -1.161  0.46
H19 -4.965 2.338 0.001  0.58
H20 -4.127 4.576 0.808  0.47
H21 -1.694 4.819 1.311  0.48
H22 -0.203 2.849 1.020  0.49

Atoms 1-6, force components in eV/Å:
0.699 0.256 -0.106
0.000 0.022 -0.008
0.079 -0.100 -0.039
-0.059 -0.048 -0.081
0.007 0.087 0.075
0.031 0.016 0.034

Computed properties:
- lowest unoccupied orbital energy (spin up / spin down) (eV) = -7.912 / -7.580
- total charge = +2
- gap between HOMO and LUMO (spin up / spin down) (eV) = 5.82 / 5.75
- maximum force (eV Å⁻¹) = 0.8
- total energy (eV) = -44912.0574

---

- Which of these has the highest maximum force?
  C2H4O3P

---

Repeat the third record exactly.
The following is a quantum chemistry calculation of the ion C2H4O3P with charge -1, from OMol25.

Last column: Mulliken charge in e.
Geometry (Å):
C1 -1.351 0.535 -0.195  -0.91
C2 -0.085 0.177 0.617  0.53
O1 -0.075 0.176 1.813  -0.51
P1 1.435 -0.501 -0.243  0.58
O2 1.142 -1.874 -0.705  -0.71
O3 2.232 0.383 -1.139  -0.72
H1 -1.596 1.633 -0.277  0.24
H2 -2.227 -0.022 0.283  0.23
H3 -1.414 0.161 -1.259  0.30
H4 1.938 -0.668 1.104  -0.03

Atoms 1-6, force components in eV/Å:
-1.871 -0.515 -0.478
-0.670 0.293 -2.427
-0.465 0.317 1.036
1.467 -0.528 1.207
-1.021 -0.950 -0.456
-0.425 0.815 0.318

Computed properties:
- energy relative to the best compared isomer or geometry (same formula, charge and spin) (kcal per mole) = 16.6
- lowest unoccupied orbital energy (eV) = 4.089
- total charge = -1
- gap between HOMO and LUMO (eV) = 8.66
- SMILES string = CC(=O)[P@@H](=O)[O-]
- maximum force (eV Å⁻¹) = 2.5
- total energy (eV) = -17572.5119

---

- The lowest total energy belongs to which entry?
  C51H44F5IrN5O6SSi

---

- What is the formula in the fourth record?
  C30H22N6OOs